(P)
Molecular formula: C4H12N2O
Method: DFT, wB97M-V/def2-TZVPD

Each line ends with the Löwdin charge.
Element x y z (Å)
1 C -2.406 1.188 -0.453  -0.1760
2 C -2.480 -0.804 0.737  -0.1227
3 C 2.188 0.719 0.587  -0.0185
4 C 1.702 -1.010 -1.052  -0.0128
5 N -2.479 -0.236 -0.375  -0.1060
6 N 1.393 -0.508 0.311  -0.4166
7 O 0.098 -0.307 0.486  -0.2216
8 H -1.499 1.440 -1.000  0.0620
9 H -3.263 1.547 -1.029  0.0697
10 H -2.381 1.681 0.527  0.0704
11 H -2.418 -0.284 1.698  0.0711
12 H -2.532 -1.883 0.766  0.0590
13 H 1.739 -1.235 0.979  0.1756
14 H 1.951 1.052 1.598  0.0955
15 H 3.259 0.533 0.486  0.0893
16 H 1.863 1.490 -0.111  0.0965
17 H 2.757 -1.268 -1.149  0.0892
18 H 1.078 -1.880 -1.239  0.0982
19 H 1.430 -0.236 -1.767  0.0976

Calculated values
Spin multiplicity ... 1
LUMO level ... 0.67 eV
Orbital gap ... 9.250 eV


(Q)
Molecular formula: C4H12N2O
Method: DFT, wB97M-V/def2-TZVPD

Each line ends with the Löwdin charge.
Element x y z (Å)
1 C 1.061 -1.813 -0.299  -0.0612
2 C 1.739 -0.443 0.024  -0.4887
3 C 1.304 1.906 0.057  -0.0777
4 C -3.710 -0.127 0.753  -0.1947
5 H -0.077 -1.713 -0.377  0.0607
6 H 1.585 -2.591 0.633  0.1589
7 H 1.467 -2.441 -1.226  0.0990
8 H 0.035 0.179 -0.718  0.0825
9 H 2.216 2.376 -0.269  0.0655
10 H 0.652 2.600 -0.421  0.0445
11 H 1.195 2.073 1.152  0.0921
12 H -2.867 -0.419 -1.399  0.0901
13 H -3.175 1.036 -1.054  0.0851
14 H -3.733 0.581 1.527  0.0426
15 H -4.824 -0.349 0.344  0.0974
16 H -3.501 -1.193 0.982  0.0675
17 N 1.002 0.565 -0.705  0.0136
18 N -2.963 0.138 -0.483  -0.1552
19 O 2.799 -0.275 0.741  -0.0221

Calculated values
Spin multiplicity ... 1
LUMO level ... 0.68 eV
Orbital gap ... 9.841 eV


(R)
Molecular formula: C4H12N2O
Method: DFT, wB97M-V/def2-TZVPD

Each line ends with the Löwdin charge.
Element x y z (Å)
1 C -0.344 1.053 0.474  -0.2546
2 C -1.122 0.729 -0.840  -0.2558
3 C -0.241 0.224 -1.954  -0.2776
4 N 0.082 -1.265 -1.715  -0.0445
5 N -0.229 -0.057 1.422  -0.0772
6 C 0.973 -0.819 1.680  -0.2004
7 O 1.810 -0.095 2.746  -0.1113
8 H 0.656 1.492 0.197  0.1220
9 H -0.984 1.915 0.898  0.1180
10 H -1.928 0.082 -0.426  0.0981
11 H -1.772 1.759 -1.216  0.1600
12 H -0.847 0.185 -2.991  0.1323
13 H 0.762 0.769 -1.996  0.1168
14 H -0.283 -1.995 -2.419  0.0914
15 H 1.076 -1.385 -1.692  0.0234
16 H -1.150 -0.309 1.740  0.1083
17 H 0.732 -1.801 2.048  0.1018
18 H 1.608 -0.833 0.736  0.1191
19 H 1.200 0.347 3.308  0.0302

Calculated values
Spin multiplicity ... 1
LUMO level ... 0.97 eV
Orbital gap ... 9.477 eV


The most stable of them is (R).


(P)
Molecular formula: C4H12N2O
Method: DFT, wB97M-V/def2-TZVPD

Each line ends with the Löwdin charge.
Element x y z (Å)
1 C -1.205 1.193 0.683  -0.2712
2 C -0.603 1.279 -0.721  -0.2030
3 C 0.792 0.598 -0.879  -0.2057
4 C 1.162 -1.515 -1.809  -0.0224
5 N 0.870 -0.925 -0.675  -0.0580
6 N -0.695 2.303 1.589  -0.0239
7 H -2.313 1.169 0.667  0.1011
8 H -0.958 0.194 1.157  0.1107
9 H -0.447 2.386 -0.837  0.1082
10 H -1.248 0.914 -1.547  0.1086
11 H 1.220 0.844 -1.814  0.0759
12 H 1.488 1.048 -0.165  0.1099
13 H 0.511 -1.233 -2.555  0.0427
14 H 2.184 -1.994 -1.927  0.1090
15 H 0.200 1.990 2.064  0.0814
16 H -0.273 3.037 1.054  0.0253
17 H 0.207 -3.492 1.406  0.0265
18 H 0.060 -2.257 0.674  -0.0095
19 O -0.341 -2.697 1.473  -0.1058

Calculated values
Spin multiplicity ... 1
LUMO level ... -0.28 eV
Orbital gap ... 8.695 eV


(Q)
Molecular formula: C4H12N2O
Method: DFT, wB97M-V/def2-TZVPD

Each line ends with the Löwdin charge.
Element x y z (Å)
1 N 1.362 -2.487 -1.736  -0.0153
2 C 1.432 -1.203 -1.019  -0.2724
3 C 0.544 -1.100 0.236  -0.2403
4 N 0.218 0.259 0.567  -0.1001
5 C -0.770 1.114 -0.044  -0.2207
6 C -1.224 2.207 0.913  -0.2714
7 O -2.156 1.756 1.857  -0.0586
8 H -1.722 1.220 2.537  0.0913
9 H 0.925 -3.182 -1.135  0.0535
10 H 0.642 -2.385 -2.442  0.0563
11 H 0.976 -0.461 -1.670  0.0970
12 H 2.432 -0.869 -0.789  0.0965
13 H -0.402 -1.605 -0.015  0.1138
14 H 0.958 -1.627 1.075  0.1057
15 H 0.852 0.705 1.213  0.1113
16 H -0.399 1.582 -0.947  0.1016
17 H -1.610 0.463 -0.269  0.1216
18 H -1.717 2.946 0.295  0.1126
19 H -0.343 2.667 1.373  0.1175

Calculated values
Spin multiplicity ... 1
LUMO level ... 0.93 eV
Orbital gap ... 9.232 eV


The most stable of them is (Q).


(P)
Molecular formula: C3H6IN2
Method: DFT, wB97M-V/def2-TZVPD

Each line ends with the Löwdin charge.
Element x y z (Å)
1 C -0.163 -1.448 -0.246  -0.0246
2 C 1.239 0.061 0.517  -0.1882
3 C -0.949 -0.048 -0.637  -0.6230
4 N 0.941 -1.190 0.270  0.0564
5 N -0.089 0.893 0.168  0.0020
6 I -3.028 0.171 -0.019  0.8860
7 H -0.592 -2.316 -0.421  0.0756
8 H 1.782 0.280 1.508  0.1736
9 H 2.063 0.457 -0.177  0.1636
10 H -0.870 0.143 -1.656  0.0552
11 H -0.446 1.167 1.150  0.1743
12 H 0.113 1.831 -0.455  0.2490

Calculated values
Spin multiplicity ... 1
Total charge ... +1
LUMO level ... -4.27 eV
Orbital gap ... 9.761 eV


(Q)
Molecular formula: C3H6IN2
Method: DFT, wB97M-V/def2-TZVPD

Each line ends with the Löwdin charge.
Element x y z (Å)
1 C -1.015 -0.871 0.725  0.0449
2 C 0.240 -2.492 -0.550  -0.1039
3 C 0.956 1.363 0.480  -0.6338
4 N -0.489 -1.789 0.253  -0.1819
5 N 0.734 2.244 -0.463  0.0482
6 I 2.195 -0.165 0.024  1.2022
7 H -1.971 -0.720 1.202  0.0840
8 H 0.837 -3.249 0.056  0.1160
9 H -0.079 -2.378 -1.545  0.0732
10 H 0.619 1.715 1.426  0.0714
11 H 1.063 2.089 -1.405  0.1031
12 H 0.285 3.186 -0.267  0.1767

Calculated values
Spin multiplicity ... 1
Total charge ... +1
LUMO level (spin up / spin down) ... -4.79 / -4.79 eV
Orbital gap (spin up / spin down) ... 7.209 / 7.210 eV


The most stable of them is (P).